Molecular formula: C2Br2NO4
Method: DFT, ωB97M-V/def2-TZVPD

XYZ file:
```
9
Properties=species:S:1:pos:R:3
C 1.96 -1.73 0.90
C -0.94 1.03 -1.02
N -0.69 0.39 0.09
O 1.73 -1.18 1.90
O -0.11 -0.70 -0.18
O 2.28 -2.38 0.02
O -0.63 0.85 1.23
Br -1.78 3.67 -0.68
Br -1.81 0.06 -2.26
```

Properties
Multiplicity: 3
Expectation value of S²: 2.02
Energy above the lowest of the compared OMol25 structures with the same formula, charge and spin: 0.0 kcal/mol
Frontier orbital gap (spin up / spin down): 7.20 / 6.70 eV
Charge: -1
Electronic energy: -151835.25703 eV